Record 1
Computed, not measured: a cluster of 2 separate species, C2H5F2N in total in a non-equilibrium geometry, with the ωB97M-V functional and the def2-TZVPD basis.

Properties
Energy relative to the best compared isomer or geometry (same formula, charge and spin), eV: 5.136
Energy, Eh: -333.5131
Kohn-Sham gap (spin up / spin down), eV: 10.44 / 8.46
Net charge: 0
Molecular weight, g mol⁻¹: 81.1
E_LUMO (spin up / spin down), eV: 0.5 / -0.3

Atoms and positions in Å:
C (-1.368, 0.483, -0.664)
C (1.908, -0.481, 0.655)
N (-1.076, -0.444, 0.290)
F (1.910, 0.733, 1.144)
F (2.929, -0.438, -0.257)
H (-0.755, 1.388, -0.756)
H (-1.427, -0.046, -1.592)
H (-2.321, 1.061, -0.594)
H (1.994, -1.173, 1.427)
H (-1.794, -1.083, 0.348)

Mulliken atomic charge list, values in e, 2 entries: atom 1 (C): -0.72, atom 2 (C): 0.18

---

Record 2
Computed, not measured: a structure of composition C38H35ClN2Si2W in a non-equilibrium geometry, with the ωB97M-V functional and the def2-TZVPD basis.

Properties
Energy relative to the best compared isomer or geometry (same formula, charge and spin), eV: 0.000
Energy, Eh: -2684.2753
Kohn-Sham gap (spin up / spin down), eV: 6.08 / 6.02
Net charge: +2
Molecular weight, g mol⁻¹: 795.2
E_LUMO (spin up / spin down), eV: -5.8 / -5.9
Spin multiplicity: 3

Atoms and positions in Å:
C (2.425, -4.288, -0.006)
C (1.972, -3.488, -1.095)
C (2.445, -2.145, -0.886)
H (1.396, -3.827, -1.953)
C (3.212, -2.132, 0.324)
C (3.175, -3.449, 0.886)
H (3.702, -3.787, 1.776)
H (2.260, -5.352, 0.125)
H (2.341, -1.322, -1.582)
H (3.764, -1.279, 0.711)
W (1.107, -2.579, 0.738)
Si (-0.261, 0.144, 0.232)
C (-1.329, -0.221, -1.214)
C (-2.689, 0.154, -1.242)
H (-3.183, 0.551, -0.347)
C (-3.402, 0.088, -2.447)
H (-4.415, 0.497, -2.496)
C (-2.798, -0.470, -3.580)
H (-3.350, -0.498, -4.523)
C (-1.504, -0.996, -3.518)
H (-1.052, -1.487, -4.381)
C (-0.768, -0.866, -2.334)
H (0.255, -1.249, -2.299)
C (1.400, 0.925, -0.028)
C (1.752, 1.484, -1.271)
H (1.114, 1.324, -2.140)
C (2.907, 2.272, -1.375)
H (3.143, 2.742, -2.332)
C (3.754, 2.433, -0.276)
H (4.656, 3.043, -0.361)
C (3.474, 1.771, 0.928)
H (4.172, 1.820, 1.768)
C (2.297, 1.023, 1.051)
H (2.076, 0.525, 2.004)
H (-0.130, -1.082, 1.215)
Si (-1.800, 3.427, 0.447)
C (-0.480, 4.736, 0.414)
C (-0.529, 5.774, -0.550)
H (-1.384, 5.865, -1.232)
C (0.517, 6.701, -0.655)
H (0.487, 7.465, -1.437)
C (1.591, 6.639, 0.240)
H (2.426, 7.335, 0.135)
C (1.586, 5.691, 1.270)
H (2.391, 5.673, 2.002)
C (0.551, 4.756, 1.377)
H (0.535, 4.044, 2.207)
C (-2.753, 3.585, -1.140)
C (-2.168, 3.231, -2.365)
H (-1.171, 2.768, -2.385)
C (-2.868, 3.448, -3.558)
H (-2.417, 3.114, -4.497)
C (-4.119, 4.078, -3.530)
H (-4.654, 4.248, -4.468)
C (-4.691, 4.474, -2.317)
H (-5.660, 4.977, -2.295)
C (-4.021, 4.219, -1.119)
H (-4.456, 4.524, -0.166)
H (-2.785, 3.732, 1.504)
Cl (-1.285, 1.427, 1.572)
N (1.273, -2.615, 2.836)
C (0.826, -3.899, 3.355)
C (1.347, -4.466, 4.499)
C (0.969, -5.793, 4.799)
C (0.157, -6.537, 3.954)
C (-0.327, -5.978, 2.726)
C (-0.961, -6.706, 1.698)
C (-1.212, -6.107, 0.476)
C (-0.819, -4.800, 0.229)
N (-0.190, -4.081, 1.210)
C (-0.010, -4.613, 2.486)
H (0.649, -1.861, 3.128)
H (2.198, -2.338, 3.168)
H (2.024, -3.893, 5.138)
H (1.328, -6.242, 5.724)
H (-0.116, -7.576, 4.191)
H (-1.219, -7.750, 1.894)
H (-1.702, -6.661, -0.320)
H (-0.975, -4.292, -0.718)

Mulliken atomic charge list, values in e, 2 entries: atom 1 (C): -0.39, atom 2 (C): -0.90

---

Record 3
Computed, not measured: a structure of composition C12H26BInN4O6PS in a non-equilibrium geometry, with the ωB97M-V functional and the def2-TZVPD basis.

Properties
Energy, Eh: -2096.5476
Kohn-Sham gap, eV: 3.39
Net charge: +3
Molecular weight, g mol⁻¹: 511.0
E_LUMO, eV: -14.9

Atoms and positions in Å:
N (0.708, -3.203, 1.700)
P (1.397, -2.634, 0.358)
O (2.896, -3.466, 0.194)
O (0.450, -3.126, -0.965)
C (1.839, -0.797, 0.407)
C (2.458, -0.487, -1.052)
C (1.873, 0.782, -1.840)
O (2.443, 0.720, -3.201)
C (1.559, -0.048, -4.058)
O (1.264, 0.493, -5.161)
N (3.075, -0.782, 1.290)
C (3.487, 0.661, 1.454)
O (4.617, 1.170, 1.399)
C (2.047, 1.353, 1.662)
B (1.803, 2.926, 1.304)
N (2.540, 3.737, 0.296)
O (0.778, 3.607, 2.101)
C (0.919, 0.244, 1.194)
S (0.299, -0.260, 2.902)
C (-0.429, 0.844, 0.562)
C (-1.533, -0.229, 0.089)
C (-2.666, -0.578, 1.181)
C (-3.927, -1.216, 0.370)
C (-4.804, -0.108, -0.421)
N (-4.638, 1.282, 0.130)
H (-0.204, -3.623, 1.396)
H (2.652, -4.384, -0.119)
H (0.258, -2.377, -1.582)
H (2.248, -1.410, -1.729)
H (3.613, -0.386, -1.074)
H (2.179, 1.804, -1.434)
H (0.727, 0.691, -2.007)
H (1.163, -1.091, -3.804)
H (3.922, -1.218, 0.886)
H (1.988, 1.382, 2.832)
H (2.614, 4.737, 0.591)
H (1.988, 3.801, -0.590)
H (0.060, 3.945, 1.520)
H (1.267, -1.136, 3.405)
H (-0.929, 1.477, 1.399)
H (-0.272, 1.576, -0.311)
H (-1.096, -1.220, -0.279)
H (-2.071, 0.238, -0.828)
H (-2.953, 0.313, 1.833)
H (-2.263, -1.455, 1.829)
H (-4.594, -1.852, 1.071)
H (-3.543, -1.972, -0.430)
H (-4.433, -0.059, -1.536)
H (-5.925, -0.376, -0.480)
H (-4.312, 1.909, -0.619)
H (-5.546, 1.573, 0.522)
In (-4.992, -1.772, -2.357)

Mulliken atomic charge list, values in e, 2 entries: atom 1 (N): -0.49, atom 2 (P): 1.13

---

Record 4
Computed, not measured: an isolated molecule of C6H10, with the ωB97M-V functional and the def2-TZVPD basis.

Properties
Energy relative to the best compared isomer or geometry (same formula, charge and spin), eV: 3.717
Energy, Eh: -234.4659
Kohn-Sham gap, eV: 8.73
Net charge: 0
Molecular weight, g mol⁻¹: 82.1
E_LUMO, eV: 1.0

Atoms and positions in Å:
C (-1.154, 0.646, 1.115)
C (-0.693, 0.154, -0.241)
C (-0.437, 1.082, -1.503)
C (0.781, 0.843, -0.750)
C (0.776, -0.571, -0.520)
C (1.570, -1.166, 0.622)
H (-0.648, 1.573, 1.389)
H (-0.939, -0.105, 1.885)
H (-2.237, 0.815, 1.113)
H (-1.339, -0.637, -0.622)
H (0.553, -1.290, -1.325)
H (-0.716, 0.515, -2.403)
H (-0.836, 2.097, -1.500)
H (2.321, -1.870, 0.249)
H (2.075, -0.368, 1.174)
H (0.923, -1.717, 1.316)

Mulliken atomic charge list, values in e, 2 entries: atom 1 (C): -1.43, atom 2 (C): 0.16

---

Record 5
Computed, not measured: a structure of composition C34H55Ge2N5Rb, with the ωB97M-V functional and the def2-TZVPD basis.

Properties
Energy relative to the best compared isomer or geometry (same formula, charge and spin), eV: 0.176
Energy, Eh: -5780.1279
Kohn-Sham gap (spin up / spin down), eV: 6.31 / 5.20
Net charge: 0
Molecular weight, g mol⁻¹: 764.5
E_LUMO (spin up / spin down), eV: 0.1 / -1.0
Spin multiplicity: 2

Atoms and positions in Å:
Rb (0.133, -0.038, -0.069)
C (-3.054, -2.673, 0.555)
C (-1.770, -3.027, 1.323)
N (-0.947, -1.894, 1.697)
C (-1.039, -1.421, 3.061)
C (-1.840, -0.126, 3.186)
N (-1.162, 0.998, 2.535)
C (-1.983, 2.210, 2.497)
C (-2.996, 2.233, 1.347)
C (-2.507, 2.841, 0.028)
N (-1.699, 1.958, -0.815)
C (-2.420, 1.276, -1.894)
C (-3.136, -0.014, -1.489)
N (-2.207, -1.107, -1.220)
C (-2.857, -2.389, -0.933)
H (-3.544, -1.821, 1.036)
H (-3.750, -3.515, 0.634)
H (-1.169, -3.695, 0.695)
H (-2.049, -3.613, 2.212)
H (0.051, -2.051, 1.440)
H (-0.029, -1.249, 3.453)
H (-1.510, -2.169, 3.715)
H (-2.040, 0.096, 4.247)
H (-2.810, -0.267, 2.703)
H (-0.324, 1.197, 3.072)
H (-1.312, 3.069, 2.400)
H (-2.523, 2.344, 3.446)
H (-3.866, 2.813, 1.669)
H (-3.357, 1.217, 1.175)
H (-1.900, 3.721, 0.263)
H (-3.375, 3.209, -0.539)
H (-0.948, 2.495, -1.233)
H (-1.700, 1.034, -2.684)
H (-3.168, 1.945, -2.346)
H (-3.839, -0.273, -2.299)
H (-3.746, 0.162, -0.601)
H (-1.615, -1.215, -2.038)
H (-2.233, -3.183, -1.353)
H (-3.825, -2.448, -1.452)
C (2.066, 2.507, 1.413)
N (2.698, 1.328, 0.840)
C (4.046, 1.654, 0.406)
C (2.727, 0.219, 1.823)
C (3.084, -1.136, 1.235)
C (4.420, -1.536, 1.208)
C (4.795, -2.763, 0.685)
C (3.807, -3.616, 0.217)
C (2.476, -3.224, 0.296)
C (2.034, -1.984, 0.793)
H (2.568, 2.838, 2.337)
H (1.015, 2.308, 1.641)
H (2.109, 3.329, 0.695)
H (4.672, 2.002, 1.246)
H (4.021, 2.447, -0.345)
H (4.518, 0.774, -0.025)
H (1.727, 0.157, 2.264)
H (3.420, 0.489, 2.641)
H (5.194, -0.884, 1.611)
H (5.840, -3.050, 0.658)
H (4.080, -4.585, -0.189)
H (1.736, -3.945, -0.056)
C (-1.731, -1.148, -4.863)
Ge (0.074, -1.853, -4.545)
C (0.926, -2.038, -6.294)
C (-0.148, -3.636, -3.759)
Ge (1.395, -0.485, -3.034)
C (1.409, 1.399, -3.560)
C (0.874, 1.810, -4.782)
C (0.874, 3.152, -5.144)
C (1.391, 4.106, -4.280)
C (1.904, 3.716, -3.051)
C (1.906, 2.375, -2.692)
C (3.208, -1.180, -3.024)
C (3.460, -2.500, -3.396)
C (4.749, -3.013, -3.372)
C (5.803, -2.217, -2.951)
C (5.566, -0.908, -2.558)
C (4.278, -0.396, -2.592)
H (-2.200, -1.795, -5.608)
H (-1.724, -0.131, -5.253)
H (-2.358, -1.167, -3.971)
H (0.298, -2.713, -6.880)
H (1.924, -2.465, -6.213)
H (1.001, -1.086, -6.819)
H (-1.072, -4.083, -4.130)
H (-0.191, -3.594, -2.670)
H (0.680, -4.292, -4.027)
H (0.467, 1.084, -5.476)
H (0.467, 3.450, -6.102)
H (1.389, 5.151, -4.562)
H (2.303, 4.457, -2.368)
H (2.289, 2.086, -1.717)
H (2.650, -3.149, -3.709)
H (4.926, -4.039, -3.668)
H (6.807, -2.621, -2.915)
H (6.384, -0.285, -2.218)
H (4.114, 0.632, -2.294)

Mulliken atomic charge list, values in e, 2 entries: atom 1 (Rb): 1.69, atom 2 (C): -0.74

---

Record 6
Computed, not measured: a structure of composition C7H15AlF3O2STm, with the ωB97M-V functional and the def2-TZVPD basis.

Properties
Energy relative to the best compared isomer or geometry (same formula, charge and spin), eV: 0.000
Energy, Eh: -2450.9270
Kohn-Sham gap (spin up / spin down), eV: 4.24 / 4.39
Net charge: +2
Molecular weight, g mol⁻¹: 416.2
E_LUMO (spin up / spin down), eV: -9.5 / -9.5
Spin multiplicity: 3

Atoms and positions in Å:
C (-3.385, -0.437, 0.094)
C (-2.229, -1.429, 0.117)
C (-1.711, -1.702, 1.507)
O (-1.048, -0.513, 2.013)
C (0.148, -0.628, 2.582)
Al (1.627, -0.486, 0.976)
S (3.462, -0.401, 2.191)
C (1.298, 1.311, 0.035)
C (1.333, 1.531, -1.457)
O (0.178, 2.117, -2.128)
C (1.588, 0.253, -2.255)
F (1.566, 0.720, -3.703)
F (2.787, -0.239, -2.087)
F (0.655, -0.659, -2.256)
H (-4.261, -0.834, 0.608)
H (-3.680, -0.200, -0.929)
H (-3.111, 0.503, 0.580)
H (-2.525, -2.389, -0.312)
H (-1.393, -1.047, -0.481)
H (-0.993, -2.524, 1.546)
H (-2.518, -1.892, 2.219)
H (0.426, 0.252, 3.159)
H (0.389, -1.596, 3.031)
H (1.438, -1.768, 0.074)
H (4.121, 0.487, 1.436)
H (0.318, 1.677, 0.376)
H (2.051, 1.958, 0.490)
H (2.129, 2.247, -1.705)
H (-0.196, 2.806, -1.557)
Tm (1.537, 2.884, -4.165)

Mulliken atomic charge list, values in e, 2 entries: atom 1 (C): -1.24, atom 2 (C): 0.20